Density functional theory data (ωB97M-V with the def2-TZVPD basis set) for the molecule C3H7N3.

The geometry in ORCA input format:
```
! wB97M-V def2-TZVPD RIJCOSX def2/J DEFGRID3
* xyz 0 1
C -0.9484 -0.9064 -0.6600
N -0.0633 -1.5417 -0.0667
C 1.0565 -0.8657 0.4251
C 0.5254 0.5624 0.5626
N 0.0928 1.2432 -0.6412
N -1.2100 0.5913 -0.6290
H -2.0173 -1.3374 -1.0706
H 1.9875 -1.1461 -0.2006
H 1.4219 -1.1303 1.5412
H 1.3737 1.1952 1.1352
H -0.3904 0.5785 1.1396
H -0.1557 2.1512 -0.0748
H -1.6729 0.6057 -1.4607
*
```

The SMILES is C1=NCCNN1. The orbital gap comes out at 9.93 eV. The LUMO energy comes out at 0.9740 eV. For the energy relative to the best compared isomer or geometry (same formula, charge and spin), the calculation gives 369.0 kJ/mol. As for the HOMO energy: -8.958 eV.